The following is a DFT calculation (ωB97M-V/def2-TZVPD) of a gas-phase ion, C3H9N4 (charge +1).

```
16
Properties=species:S:1:pos:R:3:forces:R:3:mulliken_charge:R:1
H -1.43479 -0.10314 1.49192 0.31 -0.13 -0.22 0.2870
N -1.19434 0.86457 1.70431 -1.20 -0.33 0.58 -0.5979
C -0.23676 1.41061 1.13683 0.75 0.28 -0.53 0.0340
C 0.75641 0.87863 0.11834 -0.40 -0.17 0.03 -0.7877
C 0.56029 -0.59847 -0.26573 1.57 0.65 0.46 -0.0374
N 0.89819 -1.47838 0.78747 -0.12 -0.15 0.19 -0.4935
N -0.61451 -0.99406 -0.95329 -1.75 0.26 -1.86 -0.0487
N -1.12064 -0.35304 -1.91028 0.91 -0.64 1.50 -0.0355
H -0.03983 2.44707 1.39723 0.10 0.20 0.07 0.4186
H 0.74068 1.53523 -0.75412 0.07 0.01 -0.06 0.4791
H 1.75193 0.97531 0.55883 0.03 -0.08 -0.19 0.3506
H 1.31546 -0.79066 -1.06633 -0.33 0.06 -0.21 0.3390
H 0.75489 -1.13789 1.72566 -0.16 0.06 -0.02 0.2874
H 0.55807 -2.42153 0.66676 0.11 -0.04 0.07 0.2410
H -0.85275 0.59565 -2.18876 0.19 -0.02 0.06 0.2627
H -1.84229 -0.82986 -2.44883 -0.10 0.04 0.13 0.3011
```
Positions in Å, forces in eV/Å.

Computed properties:
total charge: +1
DFT total energy: -338.37839 a.u.
molar mass: 101.133 g mol⁻¹
SMILES: [H]/N=C\C[C@@H](N)N=[NH2+]
HOMO level (spin up / spin down): -13.7896 / -13.7895 eV